# 1
Molecular formula: C20H46Br2N6O6
Method: DFT, ωB97M-V/def2-TZVPD

Properties
Highest occupied orbital energy: -9.303 eV
Energy above the lowest of the compared OMol25 structures with the same formula, charge and spin: 15.6 kcal/mol
LUMO energy: 0.2 eV
SMILES string: CN(C)C=O.CN(C)C=O.CN(C)C=O.CN(C)C=O.CN(C)C=O.CN(C)C=O.BrCCBr
Orbital gap: 9.542 eV

Each line ends with the Löwdin charge.
Element x y z (Å)
C: 5.6424 -2.3092 -2.8320  -0.0221
N: 4.6379 -2.8461 -3.8351  -0.1489
C: 3.2035 -2.6317 -3.6273  -0.0574
C: 5.0521 -3.3322 -4.9880  -0.3881
O: 4.3110 -3.7604 -5.8459  0.0142
H: 5.3577 -2.5550 -1.8089  0.0610
H: 5.6342 -1.2289 -2.6869  0.0776
H: 6.6849 -2.4837 -3.0981  0.0831
H: 2.5269 -3.2236 -4.2437  0.0654
H: 2.8831 -2.8740 -2.6140  0.0316
H: 2.9584 -1.5937 -3.8521  0.0977
H: 6.1466 -3.4523 -4.9913  0.1320
C: -4.1834 2.2471 3.4212  -0.0503
N: -4.8501 2.1762 4.7585  -0.1677
C: -6.3129 2.3850 4.9017  -0.0245
C: -4.0009 2.0742 5.7747  -0.3492
O: -4.3145 2.1018 6.9809  -0.0176
H: -4.9418 2.6311 2.7390  0.0732
H: -3.9107 1.2868 2.9836  0.0350
H: -3.3326 2.9285 3.4208  0.0855
H: -6.9093 1.8364 4.1727  0.0788
H: -6.5755 1.9500 5.8660  0.0879
H: -6.6015 3.4196 4.7158  0.0880
H: -2.9575 1.9964 5.4320  0.1313
C: 0.2176 4.5963 1.5672  -0.0450
N: 1.0889 3.8281 2.5052  -0.1760
C: 0.3527 2.7014 3.1368  -0.0392
C: 2.4481 4.0072 2.6882  -0.2969
O: 3.1879 3.1217 3.1444  -0.0253
H: -0.4119 3.9300 0.9774  0.0593
H: 0.8801 5.1019 0.8647  0.0810
H: -0.4235 5.3404 2.0399  0.0803
H: -0.4092 3.2349 3.7051  0.0842
H: -0.0180 1.9825 2.4061  0.0587
H: 1.0065 2.1525 3.8146  0.0813
H: 2.7679 5.0190 2.3946  0.1319
C: -0.1682 -3.5972 -3.5137  -0.0945
N: -0.3213 -2.5896 -4.5194  -0.1952
C: -0.4321 -3.0860 -5.8796  -0.0276
C: -0.4328 -1.3024 -4.1335  -0.3909
O: -0.6516 -0.4271 -4.8895  0.0432
H: 0.6660 -4.2247 -3.8277  0.0761
H: -0.9689 -4.3364 -3.4898  0.0884
H: 0.0836 -3.1696 -2.5433  0.0203
H: 0.4949 -3.4868 -6.2897  0.0951
H: -1.2829 -3.7671 -5.8591  0.0926
H: -0.6843 -2.2493 -6.5310  0.0864
H: -0.2756 -1.1368 -3.0564  0.0752
C: -4.4477 1.2887 -2.3536  -0.0566
N: -3.5293 1.3843 -1.2419  -0.1655
C: -4.0996 0.9261 0.0631  -0.0412
C: -2.3639 2.0373 -1.2762  -0.3601
O: -1.6032 2.1805 -0.3556  0.0079
H: -4.6696 0.2250 -2.4402  0.0870
H: -4.0715 1.6354 -3.3161  0.0943
H: -5.3713 1.7625 -2.0212  0.0898
H: -3.3862 0.2635 0.5532  0.0041
H: -4.5022 1.6017 0.8178  0.0635
H: -4.9127 0.2057 -0.0260  0.0897
H: -2.0856 2.3372 -2.2984  0.1425
C: 4.6332 -1.3986 0.8540  -0.0739
N: 3.6718 -1.2318 1.9306  -0.1764
C: 2.9589 0.0612 2.0348  -0.0469
C: 3.4032 -2.2445 2.7501  -0.3674
O: 2.4295 -2.3753 3.4627  0.0139
H: 5.2493 -0.5032 0.7720  0.0941
H: 4.0416 -1.5219 -0.0531  0.0220
H: 5.3377 -2.2167 1.0042  0.0883
H: 2.2661 0.0541 2.8763  0.0863
H: 3.6058 0.8782 2.3546  0.0700
H: 2.5359 0.4581 1.1120  0.0686
H: 4.1700 -3.0032 2.5297  0.1304
Br: -1.8098 -0.7915 2.4816  0.7083
C: -0.3267 -1.5616 1.4363  -0.6663
C: -0.1644 -0.7824 0.2369  -0.7034
Br: 1.3053 -1.4707 -0.8390  0.8176
H: -0.5874 -2.5956 1.2102  0.0702
H: 0.5799 -1.4940 2.0377  0.0324
H: -0.0273 0.2422 0.5827  0.0392
H: -1.0917 -0.7352 -0.3339  0.0574

Atoms 1-2, force components in eV/Å:
C -1.4 0.6 -0.3
N 0.3 1.4 2.6

# 2
Molecular formula: C20H46CdF6N2O16PS4
Method: DFT, ωB97M-V/def2-TZVPD

Properties
Highest occupied orbital energy: -9.723 eV
Net charge: +1
LUMO energy: -2.0 eV
Orbital gap: 7.736 eV

Each line ends with the Löwdin charge.
Element x y z (Å)
Cd: -0.5005 -0.9477 0.2936  1.5013
P: 1.8107 0.5094 0.6690  0.1664
F: 1.6383 -0.9300 0.0379  -0.1963
F: 0.7173 -0.1110 1.6821  -0.2126
F: 3.0930 -0.0233 1.5197  -0.1138
F: 1.7592 1.8615 1.5475  -0.1008
F: 2.7368 1.0683 -0.4627  -0.0690
F: 0.5441 0.9037 -0.3210  -0.2137
C: -3.4407 -2.5143 -0.6086  -0.0473
C: -2.8386 -1.4103 -1.4780  -0.2525
N: -1.3620 -1.4327 -1.4618  -0.2653
C: -0.9806 -0.3442 -2.4011  -0.2531
C: -1.2253 -0.4012 -3.9148  -0.0464
C: -0.9950 -2.7640 -2.1155  -0.2183
C: 0.4877 -2.8940 -2.4744  -0.0671
H: -3.6761 -2.1748 0.4001  0.0629
H: -2.8436 -3.4257 -0.6394  0.0715
H: -4.4169 -2.6667 -1.0691  0.0895
H: -3.1231 -1.4767 -2.5281  0.1137
H: -3.2601 -0.4438 -1.2015  0.0963
H: -1.2906 0.6017 -1.9569  0.0811
H: 0.1079 -0.3137 -2.4507  0.0902
H: -2.2804 -0.2840 -4.1624  0.0800
H: -0.8175 0.5437 -4.2739  0.0570
H: -0.8008 -1.1931 -4.5318  0.0853
H: -1.6246 -2.9979 -2.9739  0.1338
H: -1.1345 -3.5961 -1.4255  0.0934
H: 0.6906 -2.3062 -3.3696  0.0608
H: 0.6701 -3.9315 -2.7543  0.0939
H: 1.0780 -2.8645 -1.5586  0.0607
C: 1.9468 3.2352 -3.2152  -0.0626
C: 2.7447 2.0878 -3.7802  -0.3023
N: 2.0144 1.1369 -4.4715  -0.2047
C: 2.6704 -0.1416 -4.8049  -0.2438
C: 3.1206 -0.8719 -3.6120  -0.1040
C: 1.1224 1.5778 -5.5213  -0.2731
C: 1.7762 2.4175 -6.5958  -0.0715
H: 1.6364 3.9309 -3.9948  0.0747
H: 2.4578 3.7563 -2.4056  0.0795
H: 1.1214 2.7653 -2.6803  0.0616
H: 3.5948 2.3515 -4.4093  0.1225
H: 3.2250 1.5989 -2.9326  0.0973
H: 1.9687 -0.7713 -5.3519  0.1083
H: 3.4550 0.0306 -5.5417  0.1199
H: 4.0280 -0.4069 -3.2267  0.0788
H: 2.4568 -0.9410 -2.7501  0.0504
H: 3.3517 -1.8955 -3.9069  0.0845
H: 0.3546 2.1186 -4.9680  0.0967
H: 0.5837 0.7425 -5.9687  0.1049
H: 1.1398 2.8255 -7.3810  0.0757
H: 2.5345 1.8819 -7.1670  0.0774
H: 2.2194 3.2980 -6.1307  0.0638
C: -0.6519 3.7886 -0.3631  -0.1845
C: -1.0641 3.8384 1.0834  -0.1610
O: -2.4134 3.4567 0.8939  -0.1898
S: -2.5013 2.1167 -0.1606  0.7490
O: -3.6654 2.1002 -1.0173  -0.1959
O: -2.1054 0.9074 0.5632  -0.3331
O: -1.2084 2.6474 -0.9623  -0.2295
H: 0.4286 3.7255 -0.4920  0.1232
H: -0.8763 4.6490 -0.9935  0.1437
H: -1.0842 4.8006 1.5953  0.1523
H: -0.5944 3.1238 1.7592  0.0906
C: -2.9992 -1.6534 5.6404  -0.1494
C: -1.4662 -1.6252 5.7256  -0.1548
O: -0.9881 -1.5652 4.3818  -0.2313
S: -2.0727 -2.1919 3.2687  0.7552
O: -2.2022 -3.6314 3.2719  -0.2007
O: -2.0011 -1.5260 1.9939  -0.3203
O: -3.2948 -1.5140 4.2427  -0.1993
H: -3.6294 -0.9503 6.1849  0.1390
H: -3.3131 -2.6440 5.9695  0.1241
H: -1.0722 -2.5295 6.1894  0.1338
H: -1.0882 -0.7532 6.2592  0.1165
C: -1.3233 2.4381 6.7185  -0.1901
C: -1.0046 3.7632 5.9123  -0.1577
O: -0.5136 3.4153 4.6254  -0.1748
S: -0.8777 1.8481 4.3554  0.7240
O: 0.3396 1.0533 4.4253  -0.2285
O: -1.7484 1.7290 3.1877  -0.2420
O: -1.8113 1.6289 5.7237  -0.2035
H: -2.0969 2.6104 7.4668  0.1436
H: -0.3952 2.0294 7.1181  0.1298
H: -0.2570 4.4072 6.3753  0.1334
H: -1.8971 4.3889 5.9193  0.1291
C: 2.2635 -3.5488 3.6637  -0.2035
C: 3.2445 -3.0419 2.6222  -0.0899
O: 2.5612 -3.2886 1.3328  -0.2107
S: 0.9848 -3.8305 1.4799  0.8005
O: 0.8651 -5.2952 1.2276  -0.2163
O: 0.0613 -2.9562 0.7826  -0.3670
O: 1.0130 -3.4686 3.1228  -0.2176
H: 2.1027 -2.9137 4.5348  0.1503
H: 2.4596 -4.5917 3.9125  0.1404
H: 4.0984 -3.7159 2.5530  0.1366
H: 3.5492 -1.9987 2.7061  0.1202

Atoms 1-2, force components in eV/Å:
Cd -3.3 -0.3 0.4
P 2.8 2.3 1.0

# 3
Molecular formula: C20H46Cl2O2P2Pr
Method: DFT, ωB97M-V/def2-TZVPD

Properties
Highest occupied orbital energy (spin up / spin down): -3.616 / -4.107 eV
Net charge: -1
LUMO energy (spin up / spin down): 2.6 / 2.6 eV
Multiplicity: 3
<S²>: 2.005
Orbital gap (spin up / spin down): 6.225 / 6.715 eV

Each line ends with the Löwdin charge.
Element x y z (Å)
Pr: -0.2642 0.0480 -0.1700  -0.6150
Cl: 0.2039 -0.0010 -2.5764  0.2608
P: -0.5977 -2.2940 -0.3806  0.9219
C: 0.6925 -3.1434 -1.4692  -0.4940
C: -0.6596 -3.3741 1.1395  -0.5035
C: -2.1741 -2.5513 -1.3632  -0.5098
C: 2.0948 -2.5616 -1.3493  -0.1239
H: 0.3344 -2.9070 -2.4718  0.0848
C: 0.7566 -4.6609 -1.3174  -0.1277
H: 1.3376 -4.9505 -0.4446  0.0738
H: 1.2600 -5.0819 -2.1882  0.0764
H: -0.2134 -5.1402 -1.2438  0.0421
H: 2.1974 -1.6523 -1.9285  0.0370
H: 2.8148 -3.2862 -1.7329  0.0770
H: 2.3653 -2.3451 -0.3184  0.0474
H: -1.8921 -2.0471 -2.2900  0.0826
C: -3.3810 -1.8147 -0.7928  -0.1367
C: -2.5364 -3.9914 -1.6913  -0.1196
H: -1.8981 -4.4177 -2.4592  0.0653
H: -3.5596 -4.0295 -2.0671  0.0717
H: -2.4951 -4.6345 -0.8125  0.0667
H: -3.0962 -1.0416 -0.0846  0.0267
H: -4.0727 -2.4907 -0.2979  0.0669
H: -3.9250 -1.3341 -1.6060  0.0820
C: 0.6095 -3.1915 1.9650  -0.1007
H: -0.6669 -4.3941 0.7547  0.0811
C: -1.9113 -3.1952 1.9882  -0.1164
H: 1.4844 -3.6205 1.4851  0.0779
H: 0.4891 -3.6884 2.9284  0.0815
H: 0.8085 -2.1413 2.1493  0.0139
H: -2.1528 -2.1499 2.1453  0.0285
H: -1.7456 -3.6473 2.9671  0.0734
H: -2.7724 -3.6880 1.5480  0.0616
Cl: -0.6996 0.0955 2.1081  0.3752
H: -1.7231 0.3209 -0.8401  -0.1766
P: 0.1417 2.3829 -0.3332  0.9144
C: -0.7295 3.1974 -1.7993  -0.5009
C: -0.2692 3.5089 1.0967  -0.5208
C: 1.9505 2.6093 -0.7729  -0.4937
C: -2.0957 2.6081 -2.1250  -0.1545
H: -0.0676 2.9411 -2.6272  0.0884
C: -0.8396 4.7174 -1.7130  -0.1290
H: -1.6645 5.0229 -1.0729  0.0683
H: -1.0462 5.1133 -2.7077  0.0764
H: 0.0587 5.2069 -1.3527  0.0450
H: -2.0066 1.6473 -2.6169  0.0270
H: -2.6217 3.2831 -2.8020  0.0705
H: -2.7145 2.4845 -1.2392  0.0608
H: 1.9689 2.0855 -1.7310  0.0786
C: 2.9071 1.8797 0.1639  -0.0972
C: 2.4188 4.0385 -0.9990  -0.1153
H: 2.0388 4.4625 -1.9234  0.0640
H: 3.5074 4.0544 -1.0636  0.0751
H: 2.1392 4.6971 -0.1771  0.0690
H: 2.3902 1.2076 0.8430  0.0238
H: 3.4999 2.5709 0.7565  0.0787
H: 3.6017 1.2828 -0.4271  0.1000
C: -1.7429 3.3725 1.4644  -0.1180
H: -0.1102 4.5166 0.7120  0.0798
C: 0.6312 3.3362 2.3127  -0.1123
H: -2.3893 3.9620 0.8203  0.0623
H: -1.8946 3.7213 2.4866  0.0756
H: -2.0659 2.3385 1.4088  0.0293
H: 0.6697 2.3067 2.6511  0.0208
H: 0.2409 3.9398 3.1332  0.0763
H: 1.6437 3.6751 2.1174  0.0661
C: 2.3375 -0.1752 3.1973  -0.0482
C: 2.6426 -0.7906 1.8618  -0.5949
O: 3.7826 -1.4302 1.7329  -0.0708
O: 1.8322 -0.7174 0.7833  -0.3465
H: 3.1672 -0.3863 3.9049  0.0845
H: 1.4155 -0.5907 3.6448  0.0533
H: 2.2598 0.9201 3.1113  0.0623

Atoms 1-2, force components in eV/Å:
Pr 6.7 -1.2 1.7
Cl 0.7 0.1 -3.3